Entry 1:
18
Properties=species:S:1:pos:R:3:mulliken_charge:R:1 method="wB97M-V/def2-TZVPD" lumo_energy_ev=0.72 smiles="C=NC(=C)CC.O" charge=0 e_tot_ha=-327.02519 gap_ev=9.5 max_force_ev_per_a=1.89 relative_energy_kj_mol=278.7 homo_ev=-8.8
C 1.7417 0.0704 -1.3478 -0.400
N 1.0452 0.3773 -0.3374 -0.196
C -0.3162 0.6984 -0.5460 0.447
C -0.6379 1.8371 -1.1406 -1.033
C -1.3401 -0.2264 0.0796 -0.313
C -0.8307 -1.5516 0.5964 -1.182
H 2.8070 0.2589 -1.2440 0.289
H 1.3761 -0.5964 -2.1324 0.280
H -1.6433 2.1879 -1.3363 0.287
H 0.1237 2.5071 -1.5123 0.306
H -1.9940 -0.4898 -0.7630 0.321
H -2.0561 0.2499 0.7487 0.306
H -1.6071 -2.2910 0.8364 0.381
H -0.2247 -1.5171 1.5018 0.223
H -0.3428 -2.1489 -0.1800 0.284
O 1.5672 0.2770 2.5764 -0.630
H 0.8780 0.8449 2.2084 0.341
H 1.4539 -0.4874 1.9922 0.288

Entry 2:
66
Properties=species:S:1:pos:R:3:mulliken_charge:R:1 method="wB97M-V/def2-TZVPD" lumo_energy_ev=0.20 smiles=CO.CO.CO.CO.CO.CO.CO.CO.CO.CO.CO charge=0 e_tot_ha=-1272.93960 gap_ev=9.9 max_force_ev_per_a=0.95 relative_energy_kj_mol=188.1 homo_ev=-9.7
C 4.2872 -0.0386 -0.1851 -0.457
O 3.3909 -1.1348 -0.1371 -0.462
H 4.5562 0.2023 -1.2183 0.203
H 3.8257 0.8587 0.2409 0.093
H 5.1858 -0.2824 0.3791 0.279
H 2.4960 -0.8194 0.0418 0.333
C -3.2239 -1.2048 0.7092 -0.272
O -3.9636 -0.8976 -0.4508 -0.520
H -2.5097 -0.3985 0.9197 -0.050
H -3.8734 -1.3321 1.5702 0.324
H -2.6368 -2.1198 0.5707 0.283
H -3.3987 -1.0223 -1.2245 0.374
C 2.2320 3.9903 0.9474 -0.381
O 1.1634 4.7076 0.3567 -0.549
H 3.1182 4.6181 0.9150 0.350
H 2.0262 3.7676 2.0040 0.151
H 2.4041 3.0310 0.4475 0.073
H 0.3615 4.1705 0.4477 0.387
C -0.4268 0.2785 -5.1144 -0.569
O -0.2947 0.5316 -3.7109 -0.476
H 0.2606 -0.5285 -5.3946 0.199
H -1.4285 -0.0783 -5.3386 0.197
H -0.1629 1.1575 -5.7011 0.337
H 0.5313 1.0099 -3.6022 0.272
C -2.4289 3.8025 1.2185 -0.741
O -1.3098 3.3558 0.4427 -0.366
H -2.0262 4.2661 2.1164 0.280
H -3.0350 4.5355 0.6854 0.311
H -3.0577 2.9514 1.4880 0.273
H -1.6319 3.1928 -0.4494 0.235
C 1.8799 -3.1055 2.5021 -0.055
O 2.3934 -4.3706 2.8795 -0.561
H 2.6631 -2.3716 2.2875 0.207
H 1.3258 -3.2032 1.5712 0.200
H 1.2169 -2.7162 3.2821 -0.080
H 3.0430 -4.2536 3.5761 0.296
C 0.3567 0.3563 -0.4980 -0.344
O 0.6588 -0.5869 0.5283 -0.338
H 1.0654 0.2317 -1.3142 0.116
H -0.6474 0.1886 -0.8933 0.192
H 0.4282 1.3770 -0.1108 0.268
H 0.1459 -0.3863 1.3259 0.148
C -3.7494 -1.0887 -3.9762 -0.748
O -2.7945 -0.9748 -2.9417 -0.564
H -3.7396 -0.2300 -4.6525 0.300
H -3.5947 -1.9977 -4.5679 0.293
H -4.7469 -1.1649 -3.5472 0.300
H -1.9673 -0.6284 -3.2945 0.316
C 2.7695 -1.8602 -3.9511 -0.187
O 2.6627 -2.3980 -5.2756 -0.547
H 3.5646 -1.1223 -3.9609 0.217
H 1.8158 -1.4249 -3.6369 -0.068
H 2.9890 -2.6676 -3.2488 0.289
H 1.8273 -2.8692 -5.3260 0.295
C -1.5415 -2.2009 5.2938 -0.576
O -1.8485 -0.9539 4.7022 -0.503
H -1.6820 -2.1221 6.3743 0.271
H -2.1649 -3.0065 4.9008 0.238
H -0.5013 -2.4961 5.1233 0.199
H -1.0862 -0.6371 4.2031 0.387
C -0.4784 1.5917 3.3189 -0.450
O 0.2149 0.3246 3.2792 -0.538
H -0.7567 1.8086 4.3495 0.390
H 0.1005 2.3931 2.8644 0.159
H -1.3966 1.4848 2.7471 0.068
H 1.1437 0.5098 3.1125 0.301

Entry 3:
19
Properties=species:S:1:pos:R:3:mulliken_charge:R:1 method="wB97M-V/def2-TZVPD" lumo_energy_ev=-2.97 charge=+1 e_tot_ha=-306.62623 gap_ev=11.2 max_force_ev_per_a=0.65 relative_energy_kj_mol=24.8 homo_ev=-14.2
C 0.1880 0.7241 1.2784 -0.713
C 0.5601 1.0320 -0.1639 -0.384
C 1.4906 0.0353 -0.8531 -0.623
N 1.1519 -1.4043 -0.6908 -0.625
N -0.3241 -0.6948 1.3778 -0.267
H 1.0317 0.8483 1.9464 0.416
H -0.6654 1.3047 1.6170 0.347
H 1.0950 1.9780 -0.1997 0.342
H -0.3685 1.1434 -0.7130 0.213
H 2.5100 0.1221 -0.5001 0.413
H 1.5379 0.2852 -1.9083 0.359
H 1.9587 -1.9525 -0.9561 0.226
H 0.3501 -1.3133 0.8247 0.439
H 0.3602 -1.6658 -1.2674 0.218
H -0.4412 -0.9813 2.3492 0.358
H -1.2442 -0.7493 0.9361 0.285
H -2.3053 0.0246 -1.6568 0.313
H -3.1770 1.0623 -0.9471 0.309
O -2.4548 0.4351 -0.7952 -0.625

Entry 4:
19
Properties=species:S:1:pos:R:3:mulliken_charge:R:1 method="wB97M-V/def2-TZVPD" lumo_energy_ev=0.42 smiles="C=CC(=C)C.O.O" charge=0 e_tot_ha=-348.04799 gap_ev=8.6 max_force_ev_per_a=4.10 relative_energy_kj_mol=411.7 homo_ev=-8.2
C -2.2561 -1.3597 -1.6589 -0.828
C -1.8861 -2.1177 -0.6248 -0.279
C -0.3732 -2.4872 -0.4780 0.650
C 0.0486 -3.2153 0.5753 -0.946
C 0.5618 -1.7351 -1.3684 -0.968
H -1.9639 -1.3759 -2.6876 0.401
H -2.7577 -0.4598 -1.5119 0.263
H -2.4456 -2.6581 0.1582 0.307
H 1.0363 -3.2305 0.9208 0.350
H -0.6738 -4.0661 0.8229 0.215
H 1.0967 -1.0691 -0.6544 0.275
H 1.2103 -2.4819 -1.8345 0.261
H -0.0930 -1.1743 -2.0229 0.300
O 2.3140 5.5524 1.6894 -0.644
H 2.6189 6.1741 2.3165 0.307
H 1.6989 6.0654 1.1171 0.328
O 0.3656 3.4160 1.5375 -0.630
H 1.2164 3.6960 1.7297 0.315
H 0.2816 2.5270 1.9741 0.323

Entry 5:
13
Properties=species:S:1:pos:R:3:lowdin_spin:R:1 method="wB97M-V/def2-TZVPD" s2=12.012 lumo_energy_ev="-4.26 / -7.78" spin_multiplicity=7 charge=+1 e_tot_ha=-1643.63114 gap_ev="9.0 / 6.5" max_force_ev_per_a=1.77 relative_energy_kj_mol=0.0 homo_ev="-13.3 / -14.2"
C 1.0340 -0.4985 2.1959 0.217
C 0.8317 0.8551 1.8351 0.372
O 0.2541 1.4032 0.7844 0.156
C -0.0758 0.8395 -0.4242 0.040
O -0.4727 1.6105 -1.2979 0.075
O -0.1560 -0.4111 -0.5412 0.065
O 0.7776 -1.5406 1.5161 0.218
H 1.5341 -0.6559 3.1553 0.006
H 1.2203 1.6078 2.5213 0.012
H 0.3850 -1.2909 0.6106 0.000
O -1.6828 -0.8368 -3.8697 0.166
H -2.5939 -0.9548 -4.1345 0.020
Mn -1.0556 -0.1274 -2.3513 4.653

Entry 6:
26
Properties=species:S:1:pos:R:3:mulliken_charge:R:1 method="wB97M-V/def2-TZVPD" lumo_energy_ev="-4.70 / -4.20" charge=+1 e_tot_ha=-709.83473 gap_ev="8.0 / 8.2" max_force_ev_per_a=4.59 relative_energy_kj_mol=245.7 homo_ev="-12.7 / -12.4"
C -1.0223 -1.1674 -2.6828 -1.443
C 1.3185 -0.5158 -1.7514 -1.217
C -0.9163 0.7831 3.0401 -1.178
C 1.8714 0.4341 2.4930 -1.129
C -0.6491 -1.3151 -0.2803 -1.465
C -0.2367 -0.5990 -1.5125 1.010
N -0.6260 0.9156 -1.4345 -0.246
O 0.3160 1.8889 0.8070 -0.763
P 0.2698 0.6378 1.6988 0.906
H -0.5633 -0.8275 -3.5849 0.410
H -2.1317 -0.7411 -2.7187 0.378
H -1.1242 -2.2548 -2.4203 0.360
H 1.3638 0.0789 -2.7503 0.414
H 1.5892 -1.5383 -1.7873 0.398
H 1.7269 -0.0742 -0.8394 0.281
H -0.5127 1.2277 3.9515 0.356
H -1.8276 1.3612 2.7902 0.323
H -1.3221 -0.1213 3.2890 0.451
H 1.7799 1.1881 3.1946 0.378
H 1.9720 -0.4416 2.9720 0.449
H 2.7640 0.6250 1.8163 0.305
H -0.0630 -2.0609 0.0589 0.518
H -1.7283 -1.2941 -0.0808 0.396
H -1.6416 0.8971 -1.4510 0.399
H -0.3441 1.4253 -2.2852 0.389
H -0.2625 1.4883 -0.5320 0.319